Density functional theory data (ωB97M-V with the def2-TZVPD basis set) for one molecule with the formula C5H12O.

Each line ends with the Mulliken charge.
Atoms and positions in Å:
C1 -1.18816 0.81299 -1.33322  -1.40
C2 -0.63419 -0.37140 -0.53843  0.81
C3 -1.72533 -0.99994 0.32834  -1.57
C4 0.58077 0.02249 0.30808  -0.71
C5 1.81389 0.37593 -0.51862  -0.51
O1 2.96100 0.04289 0.24374  -0.51
H1 -0.41934 1.28704 -1.95498  0.36
H2 -1.58614 1.57733 -0.65308  0.33
H3 -2.00341 0.49845 -1.99507  0.39
H4 -0.29549 -1.13508 -1.25538  0.18
H5 -2.12614 -0.27142 1.04464  0.33
H6 -1.33450 -1.85071 0.89832  0.38
H7 -2.55934 -1.35892 -0.28575  0.40
H8 0.31886 0.85432 0.97694  0.29
H9 0.86613 -0.82014 0.94933  0.34
H10 1.81935 1.44469 -0.78448  0.26
H11 1.79548 -0.19424 -1.46272  0.33
H12 3.73794 0.19040 -0.30800  0.31

Atoms 1-3, force components in eV/Å:
C -0.002 0.054 -0.042
C 0.006 -0.033 -0.031
C -0.036 -0.018 0.037

Output
LUMO energy	0.96	eV
gap between HOMO and LUMO	0.41227	hartree
structure (SMILES)	CC(C)CCO
charge	0
energy relative to the best compared isomer or geometry (same formula, charge and spin)	6.8	kcal/mol
highest occupied orbital energy	-0.3768	Eh

Density functional theory data (ωB97M-V with the def2-TZVPD basis set) for a 3-piece molecular cluster, C5H12O2 overall.

Each line ends with the Mulliken spin population.
Atoms and positions in Å:
C1 -0.93755 -1.74351 1.49282  0.00
C2 -0.64278 -1.15027 0.12948  0.04
C3 0.42094 -1.52041 -0.67518  0.31
C4 -1.88216 0.11074 -1.65263  0.51
C5 -1.57847 -0.11907 -0.30035  0.09
H1 -1.10786 -2.80535 1.23871  0.02
H2 -1.85238 -1.40427 1.96510  -0.02
H3 -0.10535 -1.73441 2.21904  0.01
H4 1.18377 -2.17588 -0.28479  0.04
H5 0.71022 -0.85854 -1.48198  -0.01
H6 -1.51444 -0.56382 -2.42421  0.01
H7 -2.22273 1.09624 -1.94497  -0.01
H8 -2.14590 0.51175 0.37837  0.01
H9 0.06669 1.58892 -0.49145  -0.02
H10 0.78031 2.98631 -0.28453  0.00
O1 0.92173 2.04467 -0.38620  0.01
H11 3.86194 1.84891 0.30262  0.00
H12 2.54115 1.91733 1.02099  0.00
O2 3.50288 1.97066 1.17918  0.02

Atoms 1-3, force components in eV/Å:
C 0.756 -1.369 -0.596
C -1.150 2.287 0.168
C -0.214 -0.029 0.591

Output
LUMO energy (alpha / beta)	3.69 / 3.65	eV
gap between HOMO and LUMO (alpha / beta)	0.13948 / 0.24379	hartree
spin multiplicity	2
⟨S²⟩	0.7667
charge	-1
energy relative to the best compared isomer or geometry (same formula, charge and spin)	19.1	kcal/mol
highest occupied orbital energy (alpha / beta)	-0.0040 / -0.1096	Eh

Density functional theory data (ωB97M-V with the def2-TZVPD basis set) for one molecule with the formula C5H12O2.

Each line ends with the Mulliken charge.
Atoms and positions in Å:
C1 2.64749 0.30756 -0.73654  -0.75
O1 1.29164 0.64218 -0.56753  -0.34
C2 0.50613 -0.47401 -0.19642  -0.76
C3 -0.96508 -0.07875 -0.14952  0.71
C4 -1.81293 -1.32983 0.07411  -1.59
C5 -1.24264 0.98217 0.92189  -0.68
O2 -0.63947 2.22585 0.65784  -0.57
H1 3.15024 0.15203 0.22656  0.31
H2 2.74269 -0.61077 -1.32974  0.30
H3 3.12600 1.13008 -1.26771  0.25
H4 0.66654 -1.27991 -0.93251  0.41
H5 0.82949 -0.86635 0.78543  0.33
H6 -1.21535 0.36626 -1.12137  0.19
H7 -2.88185 -1.09330 0.06123  0.40
H8 -1.58417 -1.79658 1.04054  0.35
H9 -1.62442 -2.07238 -0.70870  0.41
H10 -2.32180 1.16814 0.97747  0.33
H11 -0.93510 0.58813 1.90831  0.29
H12 0.26260 2.03949 0.35666  0.43

Atoms 1-3, force components in eV/Å:
C 0.199 -0.023 -0.025
O -0.042 0.039 0.006
C -0.133 -0.204 0.043

Output
LUMO energy	0.96	eV
gap between HOMO and LUMO	0.39814	hartree
structure (SMILES)	COC[C@@H](C)CO
charge	0
energy relative to the best compared isomer or geometry (same formula, charge and spin)	25.9	kcal/mol
highest occupied orbital energy	-0.3628	Eh

Density functional theory data (ωB97M-V with the def2-TZVPD basis set) for a 2-piece molecular cluster, C5H12O2 overall.

Each line ends with the Mulliken charge.
Atoms and positions in Å:
C1 2.35230 0.39610 -1.52345  -0.88
O1 1.31340 0.35886 -0.57986  -0.54
C2 0.43696 -0.78415 0.93572  -0.65
C3 -0.78746 -0.32493 0.43154  0.96
C4 -1.84347 -1.28970 -0.07102  -1.40
C5 -1.27154 1.01873 0.97336  -0.63
O2 -0.19881 1.88460 1.24599  -0.57
H1 2.41787 -0.53627 -2.10408  0.27
H2 2.21035 1.22158 -2.23620  0.27
H3 3.32552 0.55727 -1.03805  0.24
H4 0.77926 -1.79323 0.72318  0.31
H5 0.99184 -0.22739 1.68106  0.25
H6 -0.01689 0.04243 -0.53595  0.29
H7 -2.49001 -0.80781 -0.81117  0.33
H8 -2.48590 -1.63355 0.74823  0.34
H9 -1.39822 -2.17200 -0.54110  0.40
H10 -1.97709 1.45353 0.24626  0.26
H11 -1.82324 0.88659 1.91269  0.33
H12 0.46509 1.74933 0.54282  0.44

Atoms 1-3, force components in eV/Å:
C 0.239 0.003 -0.209
O -0.155 -0.058 -0.126
C -0.275 -0.077 0.095

Output
LUMO energy	0.23	eV
gap between HOMO and LUMO	0.34018	hartree
charge	0
energy relative to the best compared isomer or geometry (same formula, charge and spin)	99.9	kcal/mol
highest occupied orbital energy	-0.3319	Eh